ORCA calculation (ωB97M-V with the def2-TZVPD basis set) on a molecular structure, C11H20AgCl10O3 at a distorted geometry.

Values from the calculation:
Total charge ... 0
LUMO energy (spin up / spin down) ... -2.9 / -3.6 eV
F_max ... 3.9 eV/A
Kohn-Sham gap (spin up / spin down) ... 7.54 / 6.84 eV
Spin multiplicity ... 2
HOMO (spin up / spin down) ... -10.4 / -10.4 eV

Each line ends with the Mulliken charge.
Atoms and positions in Å:
Ag  8.71144  -6.67928  -8.39891  0.48
C  6.73107  -6.30037  -10.18364  1.38
O  6.86012  -5.51052  -9.16882  -0.74
O  6.76681  -5.96622  -11.37117  -0.49
O  7.09994  -7.47688  -9.76571  -0.70
Cl  6.49137  -9.79766  -12.23967  -0.18
C  5.52063  -8.46034  -12.85347  0.68
C  5.89538  -8.01153  -14.23704  -0.59
Cl  7.60398  -7.59215  -14.36905  -0.19
H  5.60457  -7.61965  -12.15867  -0.73
H  4.45487  -8.68030  -12.76633  0.36
H  5.30967  -7.20816  -14.67924  0.29
H  5.74061  -8.84194  -14.93222  0.40
Cl  10.14982  -2.52103  -11.58087  -0.21
C  8.66023  -2.95738  -10.63944  0.35
C  8.94900  -2.97995  -9.15392  -0.21
Cl  9.27328  -1.36949  -8.54560  -0.18
H  8.33069  -3.91693  -11.02807  -0.53
H  7.96599  -2.15934  -10.88336  0.39
H  9.69795  -3.71653  -8.85997  0.29
H  8.04298  -3.28662  -8.62615  0.11
Cl  3.16598  -10.45311  -9.99219  -0.19
C  4.11120  -8.97387  -9.73087  -0.02
C  4.08821  -8.52406  -8.26528  -0.07
Cl  4.84856  -9.67683  -7.16428  -0.20
H  3.68438  -8.16205  -10.31595  0.14
H  5.13672  -9.22263  -9.99334  0.03
H  3.03903  -8.37151  -8.02060  0.42
H  4.67091  -7.60430  -8.24100  -0.06
Cl  8.22824  -2.29067  -15.65931  -0.21
C  8.46642  -3.65310  -14.52636  -0.28
C  7.27850  -3.87936  -13.59762  0.11
Cl  5.82392  -4.23300  -14.56131  -0.16
H  9.38039  -3.44467  -13.97566  0.17
H  8.63638  -4.55582  -15.10914  0.29
H  7.00140  -2.99091  -13.03473  0.33
H  7.46168  -4.72050  -12.93244  -0.20
Cl  2.97876  -4.92714  -12.28315  -0.19
C  4.23882  -4.25228  -11.23971  0.77
C  4.20553  -4.82197  -9.83024  0.29
Cl  2.72008  -4.43832  -8.93139  -0.21
H  4.17284  -3.16834  -11.26467  0.44
H  5.20473  -4.55180  -11.64856  -0.75
H  5.02740  -4.44757  -9.22113  0.16
H  4.29610  -5.90724  -9.81433  -0.57

=====

ORCA calculation (ωB97M-V with the def2-TZVPD basis set) on a molecular structure, C18H28Cl3Cs2FLiMgNO11P at a distorted geometry.

Values from the calculation:
Total charge ... +1
LUMO energy ... -7.6 eV
F_max ... 7.9 eV/A
Kohn-Sham gap ... 1.39 eV
HOMO ... -9.0 eV

Each line ends with the Mulliken charge.
Atoms and positions in Å:
C  1.91587  -0.51065  2.50538  -1.04
C  1.36226  -1.52910  1.44827  0.06
C  -0.01329  -2.20442  1.84575  -0.84
C  -1.30781  -1.34646  1.39862  -0.29
O  -2.07571  -1.11748  2.59101  -0.43
C  -3.36628  -0.65396  2.34730  0.34
C  -4.51369  -1.62506  2.29966  1.40
C  -4.27317  -3.17088  2.47177  0.16
O  -3.58332  -3.64168  3.31367  -0.42
O  -4.90434  -3.96871  1.50238  -0.45
C  -5.89496  -1.17638  2.09406  -0.94
C  -6.12301  0.26208  1.93494  -0.58
N  -5.06835  1.13445  1.94272  0.07
C  -3.72973  0.76108  2.13441  -0.08
P  -2.43860  2.12950  2.10779  0.18
O  -3.02592  3.44416  2.97854  -0.49
Cl  -2.43438  2.74422  0.07153  -0.14
H  2.76881  0.06241  2.00451  0.27
H  2.39207  -0.99947  3.40127  0.30
H  1.14498  0.25911  2.78346  0.32
H  2.15226  -2.32465  1.33278  -0.20
H  1.19539  -0.97253  0.48127  0.17
H  -0.06295  -3.25458  1.46225  0.33
H  -0.03978  -2.27999  2.97271  0.36
H  -0.89497  -0.39480  0.93146  0.47
H  -1.82901  -1.98664  0.61570  0.45
H  -5.87291  -3.87608  1.59037  0.36
H  -6.74894  -1.88801  2.09175  0.37
H  -7.20771  0.64533  1.80586  0.51
H  -5.28013  2.12699  1.83046  0.25
H  -2.50328  3.42160  3.80636  0.38
C  5.16754  -4.41948  1.34063  -0.98
C  4.83161  -2.93113  1.52534  0.72
O  4.90633  -2.23668  0.48849  -0.74
O  4.52571  -2.60342  2.68675  -0.70
H  5.42697  -4.64055  0.29634  0.48
H  6.01348  -4.69400  1.97131  0.27
H  4.30114  -5.02999  1.62637  0.04
F  -8.54200  0.06182  2.30874  -0.81
Li  3.94373  -6.26487  0.20598  0.97
Mg  -1.90530  -0.70231  -1.17523  0.39
C  -1.78134  6.11784  -4.59908  -1.77
C  -1.19886  4.97452  -3.81191  1.01
O  -0.20481  4.40113  -4.18739  -0.53
C  -1.90198  4.58006  -2.54667  -1.06
H  -1.16993  6.29347  -5.48975  0.46
H  -2.79614  5.87339  -4.91491  0.48
H  -1.78311  7.02264  -3.99058  0.29
H  -2.92475  4.26583  -2.77055  0.62
H  -1.90925  5.41785  -1.84599  0.41
H  -1.37082  3.74826  -2.08996  0.05
C  1.26716  5.39980  -1.49262  1.11
O  0.93747  4.34766  -0.91387  -0.98
O  2.20945  5.49586  -2.32373  -0.65
O  0.71262  6.51857  -1.32690  -0.55
C  3.12240  -6.01328  -3.65482  -0.54
O  3.96725  -6.07255  -2.63040  -0.53
H  2.28061  -5.28810  -3.56879  0.22
H  3.54805  -5.74105  -4.63776  0.23
H  2.57101  -6.94733  -3.90332  0.26
Cs  2.77679  3.26806  -0.74835  0.95
Cs  -1.07434  8.74469  -4.73288  1.04
C  7.13006  -0.27184  -1.45292  0.09
Cl  8.67939  -1.11962  -1.42346  -0.17
Cl  7.35390  1.48112  -1.28854  -0.18
H  6.63558  -0.47524  -2.39866  0.24
H  6.51504  -0.63055  -0.62890  0.01

=====

ORCA calculation (ωB97M-V with the def2-TZVPD basis set) on 2 unconnected molecules or ions with the total composition CH3FO3P at a distorted geometry.

Values from the calculation:
Total charge ... -1
LUMO energy ... 3.9 eV
F_max ... 2.3 eV/A
Kohn-Sham gap ... 7.83 eV
HOMO ... -4.0 eV

Each line ends with the Mulliken charge.
Atoms and positions in Å:
C  0.12362  0.15379  -0.00805  -0.75
O  -0.22580  2.83184  0.73395  -0.62
O  2.03907  1.77323  1.29251  -0.61
O  1.40660  1.89033  -2.16351  -0.62
F  2.69964  2.45248  -2.17940  -0.22
P  0.77902  1.78358  0.54792  0.99
H  -0.77921  -0.10319  0.54929  0.30
H  -0.10893  0.27429  -1.06155  0.28
H  0.88994  -0.60614  0.11516  0.25

=====

ORCA calculation (ωB97M-V with the def2-TZVPD basis set) on 2 unconnected molecules or ions with the total composition H3O2.

Values from the calculation:
Total charge ... -1
LUMO energy ... 5.5 eV
F_max ... 0.8 eV/A
Kohn-Sham gap ... 8.32 eV
HOMO ... -2.8 eV

Each line ends with the Mulliken charge.
Atoms and positions in Å:
O  1.29390  0.08092  0.33919  -0.73
H  1.32686  0.41498  -0.57060  0.28
O  -1.36478  0.17091  0.17788  -1.14
H  -1.55114  -0.60521  -0.35638  0.17
H  0.29516  -0.06161  0.40991  0.43